Entry 1:
The following is a quantum chemistry calculation of C20H18N4O2 in the gas phase in a non-equilibrium geometry, from the Open Molecules 2025 dataset.

Last column: Löwdin charge in e.
Positions of all 44 atoms, in Å:
C  2.286  1.084  -5.216  -0.096
C  1.072  -0.073  -3.549  -0.244
C  -1.722  -3.115  2.341  0.014
H  -2.711  3.794  5.622  0.077
H  0.392  -1.142  -6.613  0.087
C  -0.580  2.407  3.516  -0.067
C  -0.843  1.447  1.140  -0.020
H  -3.349  2.692  1.674  0.089
C  -1.298  -2.295  1.179  -0.432
H  -0.345  -1.410  -4.172  0.116
H  0.811  1.772  -1.178  0.135
H  -0.169  3.293  5.558  0.107
C  1.160  -2.794  1.264  -0.351
C  0.826  -0.261  -2.152  -0.200
C  -0.858  3.063  4.741  -0.023
C  2.471  -2.941  0.492  0.014
C  -2.670  2.650  2.480  -0.037
C  1.794  0.366  -6.320  -0.069
N  0.592  -1.554  -1.520  0.204
O  -2.138  -1.532  0.754  0.089
C  2.012  0.886  -3.837  -0.034
H  -2.686  -3.507  2.233  0.067
N  -0.017  -2.346  0.636  0.117
N  0.516  0.014  0.061  -0.055
C  0.326  -1.316  -0.217  -0.341
C  0.372  -0.693  -4.539  -0.015
H  2.606  1.528  -3.166  0.122
C  -1.320  2.135  2.364  -0.164
C  0.818  0.671  -1.160  0.010
H  0.423  2.135  3.506  0.079
H  -1.225  1.642  0.183  0.113
H  2.710  -2.102  -0.001  0.020
C  -2.248  3.486  4.712  -0.070
H  2.183  0.356  -7.353  0.114
N  0.144  0.574  1.244  0.126
O  1.137  -3.168  2.478  0.038
C  -3.187  3.224  3.653  -0.071
H  -1.930  -2.469  3.231  0.126
C  0.836  -0.539  -5.855  -0.089
H  3.258  1.585  -5.411  0.102
H  -1.027  -3.919  2.350  0.064
H  -4.257  3.526  3.652  0.113
H  2.648  -3.967  -0.101  0.151
H  3.182  -3.189  1.295  0.085

SMILES string: CC(=O)N(C(C)=O)c1nc(-c2ccccc2)cn1/N=C/c1ccccc1
Kohn-Sham gap: 8.24 eV
Maximum force: 0.1094 hartree/bohr
ΔE to the lowest compared entry with this formula, charge and spin: 619.0 kJ/mol



Entry 2:
The following is a quantum chemistry calculation of a molecular structure, C31H25GePReS4SbSe2 in a non-equilibrium geometry, from the Open Molecules 2025 dataset.

Last column: Löwdin charge in e.
Positions of all 66 atoms, in Å:
C  -2.068  -2.799  1.278  -0.112
Re  0.327  2.355  1.570  0.205
C  4.170  -0.258  -3.937  -0.087
S  0.830  4.153  2.988  -0.071
C  -2.107  1.609  -4.131  -0.089
Sb  -2.728  3.766  3.412  0.487
C  -1.651  1.948  -1.794  -0.127
H  4.345  0.127  -4.934  0.102
C  -5.974  1.760  1.508  -0.090
H  -0.442  -5.514  0.069  0.102
C  4.272  0.518  1.108  -0.462
H  -3.032  -0.261  -4.635  0.102
S  -1.389  1.469  3.189  0.376
H  -1.247  2.563  -1.001  0.054
C  -6.377  -0.607  1.518  -0.084
C  -6.831  0.688  1.716  -0.086
H  4.457  -2.302  -4.509  0.102
C  -5.062  -0.835  1.135  -0.103
C  5.648  0.402  0.897  -0.110
C  3.993  -2.120  -2.423  -0.079
C  -4.187  0.231  0.947  -0.270
Se  1.179  0.590  0.132  0.414
C  3.895  0.617  -2.894  -0.108
H  -1.938  -4.840  1.921  0.103
P  3.305  1.300  -0.257  0.652
C  -0.827  -2.243  -0.703  -0.145
Se  2.341  3.729  1.467  0.192
H  -2.067  1.959  -5.155  0.101
H  -3.121  -1.052  -2.300  0.104
H  4.186  -0.420  4.365  0.104
H  -1.197  3.375  -3.326  0.103
H  -7.047  -1.445  1.663  0.103
C  3.762  0.215  2.367  -0.132
H  -0.501  -1.513  -1.433  0.078
C  -1.615  2.401  -3.105  -0.081
C  3.708  -1.252  -1.383  -0.115
H  -6.328  2.775  1.642  0.104
C  5.967  -0.305  3.172  -0.091
S  -0.802  4.511  1.733  -0.014
H  6.627  -0.612  3.973  0.101
H  2.700  0.274  2.558  0.051
C  4.231  -1.621  -3.698  -0.088
H  3.503  -1.629  -0.388  0.106
C  -0.790  -4.492  0.144  -0.086
C  -1.622  -4.111  1.185  -0.087
C  -1.675  -1.854  0.334  -0.275
C  3.673  0.123  -1.613  -0.489
C  -1.252  1.205  1.487  -1.035
Ge  -2.325  0.007  0.347  0.919
H  -4.714  -1.848  0.969  0.090
S  -1.864  4.618  5.299  -0.238
C  -2.694  -0.080  -2.527  -0.115
C  -2.645  0.364  -3.839  -0.086
H  -2.714  -2.508  2.098  0.098
H  -7.854  0.864  2.023  0.103
C  -4.664  1.529  1.118  -0.154
H  0.243  -3.850  -1.626  0.104
C  -0.395  -3.556  -0.802  -0.077
C  6.485  -0.017  1.918  -0.086
H  3.845  1.684  -3.072  0.099
H  -4.006  2.366  0.910  0.067
H  6.059  0.638  -0.078  0.106
C  4.603  -0.193  3.392  -0.080
H  7.548  -0.113  1.735  0.103
H  4.036  -3.185  -2.236  0.104
C  -2.187  0.701  -1.489  -0.287

Kohn-Sham gap: 6.21 eV
Maximum force: 0.0828 hartree/bohr
ΔE to the lowest compared entry with this formula, charge and spin: 175.2 kJ/mol



Entry 3:
The following is a quantum chemistry calculation of C2H2ClFOS in the gas phase in a non-equilibrium geometry, from the Open Molecules 2025 dataset.

Last column: Löwdin charge in e.
Positions of all 8 atoms, in Å:
Cl  -1.648  -0.629  -0.800  0.712
C  -0.708  0.459  0.177  -0.739
H  -1.123  1.470  0.100  0.124
C  0.758  0.363  -0.277  -0.770
F  -0.743  0.002  1.455  -0.043
S  1.592  -1.167  -0.101  0.881
O  1.356  1.358  -0.761  -0.016
H  0.515  -1.856  0.206  -0.148

SMILES string: O=C(S)[C@H](F)Cl
Kohn-Sham gap: 10.66 eV
Maximum force: 0.0854 hartree/bohr
ΔE to the lowest compared entry with this formula, charge and spin: 3.2 kJ/mol



Entry 4:
The following is a quantum chemistry calculation of 2 unconnected molecules or ions with the total composition C9H14 in a non-equilibrium geometry, from the Open Molecules 2025 dataset.

Last column: Löwdin charge in e.
Positions of all 23 atoms, in Å:
C  0.067  0.829  1.362  -0.061
C  2.249  1.550  0.484  -0.078
H  -0.812  -3.494  -2.299  0.087
H  1.947  -0.061  1.856  0.089
H  -0.437  0.329  2.260  0.138
H  -1.193  -5.061  0.390  0.054
C  -0.599  -4.385  -1.585  -0.186
H  -2.392  -4.058  -0.388  0.049
C  1.445  0.747  1.365  -0.099
C  -0.535  1.577  0.350  -0.288
H  -2.321  2.696  0.583  0.048
H  -1.024  -3.264  0.407  0.084
C  -1.323  -4.174  -0.246  -0.181
H  -1.094  -5.156  -2.160  0.045
H  -2.537  1.341  1.054  0.097
H  -2.436  1.443  -0.638  0.068
C  -1.970  1.819  0.212  -0.074
H  3.272  1.913  0.447  0.092
H  0.449  -4.603  -1.704  0.047
C  1.597  2.012  -0.692  -0.095
H  2.150  2.685  -1.463  0.126
H  -0.316  2.545  -1.538  0.088
C  0.193  2.148  -0.718  -0.051

SMILES string: Cc1ccccc1.CC
Kohn-Sham gap: 9.55 eV
Maximum force: 0.0914 hartree/bohr
ΔE to the lowest compared entry with this formula, charge and spin: 230.4 kJ/mol



Entry 5:
The following is a quantum chemistry calculation of 2 unconnected molecules or ions with the total composition C4H15N2O in a non-equilibrium geometry, from the Open Molecules 2025 dataset.

Last column: Löwdin charge in e.
Positions of all 22 atoms, in Å:
H  -0.971  0.802  1.249  0.109
C  -0.667  -1.259  -0.855  -0.160
H  -2.361  -0.651  0.323  0.120
N  0.484  1.569  -1.770  0.007
C  0.308  1.519  -0.344  -0.313
C  -1.085  1.089  0.184  -0.160
H  0.201  -1.966  0.968  0.150
H  -0.228  2.106  -2.258  0.090
H  1.097  -2.218  -0.407  0.174
H  0.498  2.481  0.154  0.117
H  -0.152  -0.757  -1.679  0.105
H  1.294  2.177  -1.925  0.092
N  0.482  -1.562  0.076  0.183
H  -1.854  1.861  0.205  0.114
H  2.618  -0.899  2.829  0.057
H  1.057  -0.737  0.249  0.103
H  1.294  -0.982  3.416  0.063
H  -1.000  -2.238  -1.242  0.141
O  1.733  -1.169  2.577  -0.042
H  -2.178  0.065  -1.415  0.125
H  1.133  0.980  0.125  0.087
C  -1.707  -0.210  -0.460  -0.162

Kohn-Sham gap: 9.98 eV
Maximum force: 0.0444 hartree/bohr
ΔE to the lowest compared entry with this formula, charge and spin: 121.6 kJ/mol
Total charge: +1



Entry 6:
The following is a quantum chemistry calculation of 2 unconnected molecules or ions with the total composition C15H31BNO6S in a non-equilibrium geometry, from the Open Molecules 2025 dataset.

Last column: Löwdin spin population.
Positions of all 55 atoms, in Å:
C  -1.937  2.183  -2.254  0.010
H  -0.560  -1.587  2.035  0.000
H  3.631  3.293  2.871  0.000
C  -3.934  -1.755  -0.549  0.014
O  -4.232  0.918  -2.546  0.491
O  1.408  -0.866  0.431  0.000
H  -3.819  2.402  -0.306  0.000
B  -0.965  -2.061  0.192  0.000
H  5.873  3.107  3.727  0.000
H  5.795  1.808  1.630  0.000
H  -0.222  0.911  -1.125  0.000
S  3.170  0.987  2.668  0.000
H  1.930  0.169  -1.303  0.000
O  2.721  1.400  1.354  0.000
H  -4.122  -2.717  -3.072  0.000
O  -0.781  -3.435  0.052  0.000
H  -3.170  1.181  0.790  0.001
C  -3.362  -1.166  -1.847  0.024
H  -1.028  2.683  -1.926  0.000
H  6.768  0.852  2.746  0.000
C  -2.911  1.889  0.005  0.015
H  -5.270  -1.404  -2.859  -0.001
H  5.480  1.676  4.669  0.000
H  0.469  -0.969  -2.755  0.000
C  5.315  2.173  3.712  0.000
C  1.674  -0.834  -0.961  0.000
C  5.772  1.253  2.570  0.000
C  -4.222  -1.631  -3.018  -0.001
H  -1.969  -2.742  -2.021  0.002
H  -1.764  1.727  -3.228  0.000
C  0.484  -1.393  -1.746  0.000
C  3.816  2.435  3.514  0.000
H  2.551  -1.458  -1.146  0.000
C  -1.944  -1.654  -2.081  0.012
C  -0.886  -1.129  -1.092  0.000
H  -3.659  -2.804  -0.456  0.001
H  -1.658  -1.414  -3.111  0.000
C  4.733  0.139  2.489  0.000
H  0.111  -3.724  0.237  0.000
H  1.427  0.025  0.801  0.000
H  -1.008  0.449  0.344  0.000
H  -3.521  -1.236  0.318  0.001
H  -3.875  -1.218  -3.960  0.001
O  -1.305  -1.559  1.437  0.000
H  4.818  -0.555  3.325  0.000
H  4.728  -0.405  1.547  0.000
C  -2.333  1.137  -1.204  0.024
H  -2.710  2.939  -2.354  0.000
O  2.295  0.249  3.538  0.000
N  -3.439  0.315  -1.757  0.402
H  0.636  -2.465  -1.887  0.000
H  3.274  2.549  4.449  0.000
C  -1.076  0.357  -0.737  0.002
H  -2.184  2.609  0.374  0.001
H  -5.013  -1.629  -0.522  0.000

Multiplicity: 2
Kohn-Sham gap (alpha / beta): 7.64 / 9.24 eV
Maximum force: 0.0197 hartree/bohr
⟨S²⟩: 0.75